1.
10
Properties=species:S:1:pos:R:3 method="wB97M-V/def2-TZVPD" homo_energy_ev=-9.095 de_lowest_kj_mol=432.93 homo_lumo_gap_ev=9.022
C -1.98304 -0.32459 -1.04205
C -1.22065 -0.19168 0.26543
C 1.89422 0.76897 -0.01140
S -2.65662 0.55959 0.37320
H -1.70194 0.33566 -1.78343
H -2.47251 -1.27001 -1.24869
H 1.20577 0.44894 0.77138
H 1.83630 1.85641 -0.09870
H 2.11410 0.00808 -0.54124
H 2.77998 0.39330 0.60558


2.
90
Properties=species:S:1:pos:R:3 method="wB97M-V/def2-TZVPD" homo_energy_ev=-5.868 homo_lumo_gap_ev=5.573
C -3.20520 2.20488 1.98464
C -3.49391 0.85309 1.33850
C -4.95734 0.72002 0.91683
C -3.06045 -0.30524 2.23885
C -3.69726 -0.50263 3.46394
C -3.33709 -1.57033 4.28303
C -2.33854 -2.45829 3.88309
C -1.68412 -2.28786 2.66365
C -0.58222 -3.24489 2.21536
C -0.85527 -4.69667 2.61552
C 0.78735 -2.79011 2.70354
C -2.04026 -1.19230 1.85922
N -1.37053 -0.99983 0.59168
N -1.82084 -1.61378 -0.52226
N -0.99757 -1.17271 -1.50408
C -1.19174 -1.59439 -2.87988
C -1.97129 -0.80227 -3.73253
C -2.66473 0.47027 -3.23528
C -4.18557 0.36568 -3.36199
C -2.11993 1.71824 -3.92402
C -2.11780 -1.20226 -5.06203
C -1.51369 -2.37255 -5.51822
C -0.76188 -3.16137 -4.64932
C -0.60054 -2.78629 -3.31403
C 0.20659 -3.67373 -2.36058
C 1.68020 -3.73234 -2.75267
C -0.40794 -5.06916 -2.24580
C -0.02580 -0.33333 -1.01624
C 1.02981 0.17803 -1.87960
C -0.23151 -0.19911 0.34522
C 0.45846 0.46439 1.33675
H -2.13628 2.29088 2.20995
H -3.48029 3.01875 1.30475
H -3.76785 2.32569 2.91884
H -2.87948 0.77557 0.43483
H -5.11522 -0.23456 0.40057
H -5.62574 0.75572 1.78664
H -5.23402 1.52864 0.23016
H -4.48387 0.19117 3.77099
H -3.83945 -1.71428 5.24022
H -2.06083 -3.29609 4.52443
H -0.58220 -3.19859 1.11708
H -1.86022 -5.00188 2.30409
H -0.13306 -5.35943 2.12538
H -0.76506 -4.83573 3.69969
H 0.99964 -1.76357 2.38477
H 0.83675 -2.82676 3.80066
H 1.57241 -3.43782 2.29576
H -2.42880 0.54820 -2.16734
H -4.55100 -0.50597 -2.80612
H -4.66614 1.25945 -2.94774
H -4.48986 0.25837 -4.41093
H -1.03470 1.79446 -3.78571
H -2.32958 1.69681 -5.00128
H -2.58130 2.61641 -3.49770
H -2.71466 -0.58402 -5.73661
H -1.63293 -2.67448 -6.55883
H -0.29111 -4.08314 -4.99864
H 0.13844 -3.20074 -1.37357
H 2.11458 -2.72600 -2.78828
H 2.24327 -4.32046 -2.01862
H 1.80332 -4.19625 -3.74018
H -1.44292 -4.99416 -1.89260
H -0.40907 -5.58124 -3.21599
H 0.15533 -5.67642 -1.52857
H 1.74045 0.73943 -1.25685
H 1.58334 -0.63369 -2.38371
H 0.64105 0.85563 -2.65873
H 1.11096 1.26443 1.01348
H 0.16423 0.29697 2.37039
C 5.46766 7.97045 1.54140
C 5.45121 6.48561 1.77547
C 6.34051 5.65463 1.08558
C 6.28136 4.26810 1.22984
C 5.31138 3.70851 2.06396
S 5.20006 1.92646 2.24198
N 3.55709 1.38371 1.37504
C 3.33915 0.19747 1.17895
O 3.20251 -0.96270 0.96522
O 6.25436 1.31807 1.47755
O 4.97044 1.59850 3.62415
C 4.47748 4.52487 2.82695
C 4.53915 5.90732 2.66699
H 4.70067 8.46255 2.14535
H 6.43983 8.40998 1.79393
H 5.27318 8.20323 0.48710
H 7.07970 6.10250 0.41694
H 6.97576 3.62436 0.69675
H 3.77692 4.07806 3.52781
H 3.86404 6.55387 3.23313


3.
52
Properties=species:S:1:pos:R:3 method="wB97M-V/def2-TZVPD" total_charge=+1 homo_energy_ev=-13.113 de_lowest_kj_mol=760.13 homo_lumo_gap_ev=10.958
O -34.76170 57.34041 -9.96461
H -35.54350 56.59599 -10.04761
H -34.27659 57.09320 -9.15461
H -34.10419 57.25509 -10.68235
C -37.09745 54.07017 -10.23799
O -36.82677 55.29896 -9.62978
H -36.59054 54.16876 -11.20630
H -38.26131 53.97466 -10.25648
H -36.68423 53.30541 -9.67294
H -37.66880 55.67616 -9.36469
C -33.39308 53.60514 -9.87484
O -33.76538 54.64100 -10.94522
H -33.27449 54.09068 -9.07819
H -32.74349 52.75322 -10.13763
H -34.25126 52.85502 -9.71860
H -34.25863 54.20880 -11.65578
C -31.05193 56.65681 -10.25913
O -32.08937 57.77232 -10.09043
H -30.62432 56.40902 -9.26578
H -30.22964 56.92400 -10.96028
H -31.37312 55.68701 -10.37950
H -31.74944 58.59770 -10.17425
C -37.67503 57.92464 -7.71499
O -38.87089 57.90639 -8.61115
H -37.06985 57.07187 -7.94732
H -37.99526 58.01733 -6.63355
H -37.14641 59.02024 -7.91833
H -39.35485 57.68702 -8.00828
C -36.63637 57.99270 -12.54516
C -35.53270 57.77261 -13.54327
C -35.39101 59.02330 -14.46175
O -34.34206 57.52913 -12.71350
H -37.49792 58.55616 -13.07393
H -36.51616 58.73060 -11.89127
H -36.87923 57.14939 -12.01918
H -35.98600 57.00878 -14.23233
H -34.98804 59.76548 -13.84191
H -36.26134 59.42157 -14.90311
H -34.47820 58.82895 -15.07812
H -33.55001 57.39223 -13.33270
C -34.22141 58.61946 -6.91499
C -34.16556 56.98968 -6.57343
C -35.54924 56.57589 -6.20422
O -33.67359 56.42554 -7.64151
H -34.89462 58.87859 -7.83366
H -33.29554 59.11105 -7.09896
H -34.53036 59.05160 -5.98184
H -33.51930 56.82590 -5.76379
H -35.78111 56.99197 -5.36605
H -35.59244 55.49565 -5.80284
H -36.20183 56.75139 -7.03349
H -32.82403 55.99965 -7.52930


4.
53
Properties=species:S:1:pos:R:3 method="wB97M-V/def2-TZVPD" homo_energy_ev=-8.679 smiles="CO[C@H](CNC(=O)N(C)Cc1cn2c(n1)CCCC2)C(C)(C)C" de_lowest_kj_mol=67.36 homo_lumo_gap_ev=9.285
C -0.53235 2.54551 -1.43949
O -1.64632 1.70401 -1.28851
C -1.29346 0.33221 -1.14014
C -0.70792 -0.24017 -2.44684
N 0.72031 -0.49480 -2.37586
C 1.14445 -1.79101 -2.14376
O 0.42626 -2.75741 -2.35376
N 2.45413 -1.93422 -1.74125
C 2.84776 -3.27997 -1.35044
C 3.19484 -0.84309 -1.12683
C 2.48132 -0.16965 0.01022
C 2.42239 1.16121 0.30965
N 1.61858 1.25522 1.42448
C 1.24159 -0.00935 1.74790
N 1.74549 -0.89117 0.91536
C 0.34451 -0.28620 2.90922
C 0.31161 0.90340 3.86783
C 0.10585 2.19927 3.08876
C 1.28617 2.46419 2.16588
C -2.52722 -0.41803 -0.61756
C -3.01794 0.27164 0.65752
C -2.11639 -1.85189 -0.27450
C -3.65261 -0.41689 -1.65367
H -0.89699 3.56962 -1.49552
H 0.15126 2.45005 -0.58430
H 0.03322 2.33137 -2.35467
H -0.51535 0.25847 -0.36179
H -1.16495 -1.19209 -2.70035
H -0.92969 0.45235 -3.26096
H 1.25974 0.22866 -1.92955
H 2.39955 -3.99709 -2.03010
H 3.93284 -3.36028 -1.40997
H 2.52447 -3.51496 -0.33239
H 4.13186 -1.26721 -0.76643
H 3.46503 -0.09134 -1.87601
H 2.86409 2.02824 -0.15286
H -0.66441 -0.48847 2.53683
H 0.68412 -1.19688 3.40201
H -0.48460 0.76960 4.60024
H 1.25297 0.95822 4.42350
H -0.81084 2.12832 2.49639
H -0.00911 3.04944 3.76206
H 2.16007 2.77594 2.74432
H 1.05486 3.25735 1.45351
H -3.37747 1.27931 0.45348
H -3.82944 -0.30432 1.10747
H -2.20970 0.34175 1.39156
H -1.74471 -2.40391 -1.13842
H -1.32077 -1.85997 0.47576
H -2.97299 -2.39338 0.13270
H -3.37566 -0.96675 -2.55463
H -4.54090 -0.89713 -1.23790
H -3.91756 0.60230 -1.93819


5.
32
Properties=species:S:1:pos:R:3 method="wB97M-V/def2-TZVPD" homo_energy_ev="-8.735 / -7.202" de_lowest_kj_mol=178.02 homo_lumo_gap_ev="8.736 / 7.239"
C 0.91565 2.30557 -0.24400
C 3.03456 0.92273 0.30956
C 0.52108 -2.45248 -0.96622
C 1.09693 -1.76116 1.42270
C -2.88991 2.22015 -0.66081
C 1.55068 1.02663 0.44667
C 1.26872 -1.37393 -0.01867
N -2.71238 -1.80078 -0.12979
N -2.45073 0.81724 -0.68891
N 0.88365 -0.07249 -0.26583
O -2.35902 0.13633 1.81378
P -2.02657 -0.25930 0.42714
H -0.19233 2.31278 -0.00602
H 1.32587 3.27612 0.08235
H 1.01966 2.11451 -1.27771
H 3.35266 -0.02616 0.72037
H 3.40761 1.77209 0.80465
H 3.43466 0.93721 -0.73049
H 1.09409 -3.37076 -1.00565
H -0.46150 -2.67994 -0.47535
H 0.33924 -1.95075 -1.90442
H 0.00907 -1.50956 1.66416
H 1.60743 -1.11143 2.11758
H 1.31619 -2.82487 1.53843
H -3.87768 2.39074 -1.00884
H -3.09844 2.65292 0.34769
H -2.18579 2.83600 -1.16188
H 1.31767 1.06311 1.57910
H 2.38497 -1.40717 -0.32385
H -2.46910 -2.61357 0.42349
H -2.90867 -2.07054 -1.14121
H -2.24827 0.50079 -1.68804


6.
25
Properties=species:S:1:pos:R:3 method="wB97M-V/def2-TZVPD" total_charge=+1 homo_energy_ev="-11.350 / -13.181" de_lowest_kj_mol=430.97 homo_lumo_gap_ev="6.858 / 9.645"
C 1.65546 1.10102 -1.04732
C 0.86059 1.78370 0.08346
C -1.04578 -0.84384 0.33671
C -1.13111 0.60464 0.80123
C 1.68664 -0.39891 -0.86185
C -2.63666 1.05433 0.85427
C 1.64829 -1.25950 -2.12349
N -0.83060 -1.83013 1.44568
O -0.49303 1.42351 -0.11747
I 2.45517 -1.10595 0.92490
H 1.16467 1.45812 -2.12405
H 2.63310 1.50889 -0.98471
H 1.28738 1.34945 1.11695
H 0.87438 2.88134 0.12677
H -1.69242 -1.25742 -0.41942
H -0.48823 0.61330 1.74946
H -3.05236 0.42682 1.55111
H -3.12186 0.83766 -0.07362
H -2.55006 2.07553 1.04962
H 2.55018 -0.93761 -2.63479
H 0.76850 -0.98078 -2.62905
H 1.83440 -2.32297 -2.10861
H -1.55892 -1.76610 2.23789
H 0.20106 -1.59052 1.73442
H -1.01880 -2.82457 1.11191